{
  "formula": "C38H42BrN4O6P2SW",
  "method": "ωB97M-V/def2-TZVPD",
  "lumo_energy_ev": [-11.028, -11.021],
  "homo_ev": [-15.451, -15.451],
  "gap_ev": [4.4, 4.4],
  "total_charge": 3,
  "elements": ["W", "Br", "S", "P", "P", "O", "O", "O", "O", "O", "O", "N", "N", "N", "N", "C", "C", "C", "C", "C", "C", "C", "C", "C", "C", "C", "C", "C", "C", "C", "C", "C", "C", "C", "C", "C", "C", "C", "C", "C", "C", "C", "C", "C", "C", "C", "C", "C", "C", "C", "C", "C", "C", "H", "H", "H", "H", "H", "H", "H", "H", "H", "H", "H", "H", "H", "H", "H", "H", "H", "H", "H", "H", "H", "H", "H", "H", "H", "H", "H", "H", "H", "H", "H", "H", "H", "H", "H", "H", "H", "H", "H", "H", "H", "H"],
  "positions_angstrom": [[0.402, -0.324, -2.317], [2.396, -0.993, -3.705], [-2.544, 6.510, 1.174], [0.206, -2.830, -1.324], [2.327, -0.397, -0.531], [-1.946, -1.412, -5.450], [-0.219, 0.099, -0.478], [-1.686, 0.969, 0.905], [-2.531, 5.587, 7.505], [-4.696, 4.914, 7.316], [-0.340, -1.060, -3.969], [2.439, -1.631, 1.836], [1.044, -3.905, 1.049], [-0.081, 1.589, -2.684], [-1.843, -0.298, -2.229], [4.377, -2.264, -1.188], [4.925, -0.359, 0.477], [1.872, -5.017, 3.056], [-2.523, -0.596, -3.306], [-2.478, 0.044, -1.125], [1.826, -1.688, 0.658], [-3.531, 6.906, 4.954], [2.281, 1.130, 0.432], [1.935, 2.795, -2.536], [-4.553, -0.283, -2.172], [1.172, -3.891, -2.387], [-3.285, 5.580, 5.423], [4.772, 0.172, -1.912], [1.726, -3.881, 2.248], [-2.415, -3.651, -2.166], [-0.245, 3.835, -3.180], [-2.395, 4.875, 3.316], [2.356, -2.678, 2.672], [-2.062, -3.181, 0.288], [2.930, -2.546, 3.952], [-1.475, 0.375, -0.089], [-1.612, -1.014, -4.399], [-3.380, 7.185, 3.655], [4.167, -0.744, -0.861], [-1.027, 5.029, -3.702], [-2.719, 4.543, 4.641], [-3.835, -0.020, -1.033], [-1.428, -3.717, -0.985], [-3.526, 5.321, 6.844], [1.181, 1.605, -2.463], [3.039, -3.657, 4.724], [-2.813, 6.184, 2.791], [1.094, -2.835, 0.275], [-3.927, -0.537, -3.387], [-0.840, 2.617, -3.061], [-1.033, -5.202, -0.826], [1.185, 3.858, -2.945], [2.528, -4.899, 4.240], [3.568, -3.610, 5.681], [2.756, 1.874, -0.215], [4.504, -0.146, -2.938], [-0.184, -5.410, -0.224], [2.549, -5.769, 4.903], [5.857, -0.017, -1.956], [4.509, -0.866, 1.381], [4.248, -2.895, -0.285], [-4.378, -0.709, -4.368], [-0.834, -5.720, -1.809], [5.934, -0.709, 0.353], [2.746, 0.979, 1.375], [3.720, -2.591, -1.931], [-1.921, 4.736, -4.275], [1.660, 4.796, -3.055], [1.500, -5.995, 2.757], [2.159, -3.578, -2.473], [-1.880, 2.501, -3.250], [-3.884, 7.663, 5.673], [-5.667, -0.291, -2.105], [-3.656, 8.134, 3.166], [-3.134, -2.813, -2.082], [-2.445, -2.134, 0.257], [3.003, 2.874, -2.403], [-0.369, 5.606, -4.314], [4.525, 1.217, -1.658], [-2.953, -3.758, 0.525], [-3.060, -4.556, -2.134], [-1.347, 5.596, -2.816], [1.194, -4.933, -2.055], [-2.023, 4.159, 2.617], [-1.835, -5.818, -0.383], [-4.277, 0.231, -0.098], [1.217, 1.480, 0.510], [4.783, 0.709, 0.596], [3.292, -1.546, 4.193], [-2.438, 3.624, 5.100], [5.375, -2.432, -1.545], [-5.389, 4.729, 6.680], [-1.361, -3.333, 1.142], [0.755, -3.917, -3.393], [-2.014, -3.570, -3.162]],
  "lowdin_charge": [1.38, 0.50, 0.97, 1.02, 0.98, 0.22, -0.34, 0.18, 0.22, 0.22, -0.34, 0.14, 0.16, -0.10, 0.04, -0.07, -0.06, 0.00, -0.18, -0.19, -0.38, 0.04, -0.20, 0.01, 0.01, -0.24, -0.03, -0.14, -0.17, -0.06, -0.17, 0.01, -0.20, -0.07, 0.00, -0.52, -0.52, -0.04, -0.64, 0.00, 0.06, 0.04, -0.64, -0.47, -0.32, -0.02, -0.66, -0.39, 0.09, -0.02, -0.10, 0.06, -0.03, 0.13, 0.04, -0.01, 0.04, 0.13, 0.11, 0.08, 0.10, 0.16, 0.11, 0.09, 0.05, -0.02, 0.10, 0.13, 0.13, -0.03, 0.13, 0.17, 0.15, 0.14, 0.07, 0.07, 0.12, 0.09, 0.07, 0.10, 0.12, 0.10, 0.07, 0.10, 0.11, 0.14, 0.07, 0.07, 0.13, 0.14, 0.10, 0.15, 0.09, 0.07, 0.08]
}

***

{
  "formula": "C38H42Cl3CsN5O2PS",
  "method": "ωB97M-V/def2-TZVPD",
  "lumo_energy_ev": [3.718, 3.731],
  "homo_ev": [-2.626, 1.074],
  "gap_ev": [6.3, 2.7],
  "total_charge": -2,
  "elements": ["Cs", "Cl", "Cl", "Cl", "S", "P", "O", "O", "N", "N", "N", "N", "N", "C", "C", "C", "C", "C", "C", "C", "C", "C", "C", "C", "C", "C", "C", "C", "C", "C", "C", "C", "C", "C", "C", "C", "C", "C", "C", "C", "C", "C", "C", "C", "C", "C", "C", "C", "C", "C", "C", "H", "H", "H", "H", "H", "H", "H", "H", "H", "H", "H", "H", "H", "H", "H", "H", "H", "H", "H", "H", "H", "H", "H", "H", "H", "H", "H", "H", "H", "H", "H", "H", "H", "H", "H", "H", "H", "H", "H", "H", "H", "H"],
  "positions_angstrom": [[2.074, -1.644, 1.181], [0.180, -4.831, 1.087], [0.540, -3.288, 6.371], [-0.262, -8.383, 5.080], [5.512, 0.171, 1.255], [-1.973, 0.743, -2.397], [0.907, 0.785, -3.228], [0.640, -2.863, 3.329], [4.099, 3.806, 0.964], [4.927, 2.813, 0.644], [1.862, -0.956, -2.064], [2.859, 1.068, 2.714], [3.533, 1.933, 1.989], [-5.541, 0.693, -0.141], [-2.322, -3.000, -3.974], [-0.326, 1.698, 2.630], [-1.564, -0.890, -3.155], [0.254, 1.438, 5.161], [-3.439, -1.054, -0.689], [-4.474, 1.106, -0.974], [-0.291, -1.342, -3.212], [-0.841, 1.751, 4.066], [-1.960, 0.823, 4.159], [-1.263, 3.207, 4.190], [0.438, -4.416, 5.071], [-3.932, 1.364, -4.394], [5.173, 0.828, -2.879], [4.829, -1.444, -1.600], [-1.002, -3.447, -4.041], [0.836, -0.493, -2.750], [-2.392, 3.533, -5.276], [3.254, 3.274, 1.821], [0.198, -5.186, 2.774], [0.519, -4.037, 3.672], [2.337, 1.238, -2.978], [0.012, -6.689, 4.563], [-4.442, -1.408, 0.211], [-0.020, -6.444, 3.200], [-5.517, -0.597, 0.441], [2.916, 0.131, -2.103], [0.018, -2.659, -3.603], [-3.372, 0.244, -1.257], [4.278, -0.404, -2.601], [-1.928, 2.765, -4.213], [-2.645, 1.643, -3.781], [-2.609, -1.721, -3.513], [0.227, -5.744, 5.516], [4.662, 1.625, 1.247], [-3.663, 3.299, -5.748], [-4.426, 2.153, -5.388], [2.154, 4.065, 2.424], [-4.594, 2.105, -1.400], [1.043, -3.051, -3.625], [0.710, 0.397, 5.103], [-5.414, 1.951, -5.808], [-6.355, -0.983, 1.051], [0.736, 1.193, 2.252], [-2.837, 1.250, 3.610], [5.105, 1.510, -2.030], [-0.133, 1.551, 6.213], [-4.127, 4.003, -6.437], [4.140, -0.934, -3.511], [-1.758, 4.342, -5.662], [1.090, 2.095, 5.046], [0.206, -5.898, 6.555], [3.075, 0.572, -1.107], [4.049, -2.238, -1.409], [5.669, -1.974, -2.070], [-2.701, -1.834, -1.007], [-4.432, -2.476, 0.580], [-1.750, -0.206, 3.769], [-6.450, 1.275, 0.027], [-0.805, -4.418, -4.484], [5.134, -0.952, -0.636], [-0.224, -7.271, 2.518], [2.760, 1.429, -3.940], [-0.775, 2.277, 1.757], [6.246, 0.514, -2.990], [-1.075, 3.031, -3.643], [2.333, 5.120, 2.167], [2.271, 3.898, 3.481], [4.934, 1.385, -3.808], [2.306, 2.179, -2.420], [5.731, 2.927, 0.015], [-0.403, 3.929, 4.281], [1.215, 3.712, 2.066], [-2.321, 0.684, 5.205], [-1.830, 3.461, 5.132], [-3.627, -1.409, -3.323], [-3.118, -3.678, -4.353], [-4.439, 0.483, -3.897], [-1.868, 3.589, 3.292], [3.253, 1.201, 3.642]],
  "lowdin_charge": [0.83, 0.65, 0.64, 0.53, 0.53, 1.10, -0.07, -0.27, 0.06, -0.04, 0.07, -0.12, -0.24, -0.11, -0.14, 0.03, -0.37, -0.05, -0.10, -0.11, -0.22, -0.70, -0.10, -0.11, -0.60, -0.09, -0.07, -0.12, -0.16, -0.37, -0.12, -0.33, -0.60, -0.54, -0.06, -0.68, -0.12, -0.19, -0.13, -0.32, -0.06, -0.34, -0.38, -0.12, -0.37, -0.16, -0.18, -0.80, -0.13, -0.11, -0.01, 0.09, 0.11, 0.10, 0.09, 0.10, 0.07, 0.09, 0.06, 0.08, 0.08, 0.12, 0.10, 0.04, 0.07, 0.12, 0.06, 0.07, 0.12, 0.12, 0.10, 0.09, 0.08, -0.06, 0.10, 0.10, 0.07, 0.08, 0.08, 0.08, 0.07, 0.07, 0.12, 0.14, 0.08, 0.05, 0.09, 0.08, 0.08, 0.08, 0.11, 0.10, 0.01]
}

***

{
  "formula": "C38H43GeN3OPReS",
  "method": "ωB97M-V/def2-TZVPD",
  "lumo_energy_ev": -7.500,
  "homo_ev": -13.482,
  "gap_ev": 6.0,
  "total_charge": 2,
  "elements": ["Re", "Ge", "S", "P", "O", "N", "N", "N", "C", "C", "C", "C", "C", "C", "C", "C", "C", "C", "C", "C", "C", "C", "C", "C", "C", "C", "C", "C", "C", "C", "C", "C", "C", "C", "C", "C", "C", "C", "C", "C", "C", "C", "C", "C", "C", "C", "H", "H", "H", "H", "H", "H", "H", "H", "H", "H", "H", "H", "H", "H", "H", "H", "H", "H", "H", "H", "H", "H", "H", "H", "H", "H", "H", "H", "H", "H", "H", "H", "H", "H", "H", "H", "H", "H", "H", "H", "H", "H", "H"],
  "positions_angstrom": [[0.653, 0.647, 0.062], [-2.477, 0.883, -1.997], [1.969, -0.623, -0.988], [-0.364, -1.062, 1.436], [-2.179, 5.519, 2.928], [0.073, 5.186, 2.751], [1.193, 2.652, 0.362], [-1.373, 3.600, 3.790], [-0.481, 2.776, 4.525], [-4.222, -0.901, -0.425], [-4.931, 3.896, -0.303], [2.259, 3.243, -0.186], [0.462, 3.268, 1.309], [0.788, 4.542, 1.773], [-4.345, -3.283, -0.720], [-1.057, 1.649, 5.115], [-3.302, -0.805, -1.467], [-2.078, 1.027, -3.884], [-2.822, 0.288, -4.800], [-0.763, 0.747, -0.927], [-0.302, 0.791, 5.888], [-4.035, 4.932, -0.091], [-1.791, -0.232, 2.217], [1.711, -0.204, 3.037], [-0.916, 2.092, -5.705], [2.628, 4.519, 0.212], [-1.662, 1.352, -6.612], [0.848, -1.431, 2.742], [-4.741, -2.133, -0.052], [-3.153, 2.509, -1.161], [-2.700, 4.769, -0.432], [-0.928, -3.817, 1.517], [1.056, 1.019, 6.105], [-4.494, 2.693, -0.841], [-3.426, -3.202, -1.756], [-1.240, 4.805, 3.167], [-2.615, 0.453, -6.161], [0.872, 3.019, 4.733], [-0.937, -2.582, 0.613], [1.863, 0.096, 6.967], [-1.126, 1.932, -4.346], [1.616, 2.144, 5.516], [1.902, 5.166, 1.187], [-2.264, 3.566, -0.960], [-2.604, -1.113, 3.163], [-2.907, -1.971, -2.126], [-3.122, -4.096, -2.283], [-0.177, 2.796, -6.060], [-3.575, -0.414, -4.460], [1.482, 0.089, 7.988], [0.182, 6.191, 2.781], [1.816, -0.931, 6.600], [-1.419, -4.636, 0.993], [2.182, 6.163, 1.500], [2.358, -0.389, 3.893], [-2.120, 1.471, 5.001], [-4.374, 5.868, 0.329], [-5.466, -2.195, 0.747], [-1.462, -3.656, 2.452], [-0.306, -2.734, -0.265], [-2.419, 0.133, 1.398], [-5.218, 1.910, -1.029], [-3.199, -0.119, -6.868], [-0.543, 2.524, -3.649], [-1.502, 1.481, -7.673], [1.109, 0.672, 3.294], [1.460, -2.274, 2.416], [1.350, 3.902, 4.346], [-4.761, -4.241, -0.441], [-5.977, 4.028, -0.062], [2.908, 0.398, 7.001], [-2.007, 5.588, -0.292], [0.085, -4.139, 1.750], [-2.005, -1.498, 3.986], [0.305, -1.744, 3.637], [-1.399, 0.647, 2.744], [-0.436, 2.759, 1.650], [-1.219, 3.458, -1.234], [-2.189, -1.922, -2.936], [-3.415, -0.528, 3.591], [-2.350, 3.426, 3.994], [-1.943, -2.362, 0.243], [-0.784, -0.057, 6.359], [2.662, 2.366, 5.685], [2.799, 2.689, -0.941], [3.482, 4.993, -0.248], [2.375, 0.029, 2.197], [-4.541, -0.014, 0.107], [-3.051, -1.952, 2.632]],
  "lowdin_charge": [0.79, 0.99, 0.28, 0.86, 0.13, 0.14, -0.14, 0.15, -0.24, -0.12, -0.06, -0.10, -0.07, -0.21, -0.06, -0.04, -0.30, -0.29, -0.11, -0.34, -0.03, -0.06, -0.36, -0.15, -0.07, 0.00, -0.06, -0.35, -0.07, -0.29, -0.08, -0.10, -0.29, -0.10, -0.07, -0.50, -0.06, -0.02, -0.35, -0.03, -0.11, -0.04, 0.05, -0.14, -0.11, -0.12, 0.12, 0.11, 0.10, 0.09, 0.17, 0.08, 0.09, 0.14, 0.09, 0.12, 0.12, 0.12, 0.07, 0.08, 0.06, 0.10, 0.11, 0.09, 0.12, 0.04, 0.10, 0.10, 0.12, 0.12, 0.08, 0.11, 0.08, 0.07, 0.09, 0.05, 0.11, 0.08, 0.11, 0.09, 0.16, 0.05, 0.13, 0.12, 0.12, 0.13, 0.05, 0.09, 0.07]
}

***

DFT total energy per entry: -159589.8785, -109868.4316, -125378.4527 eV